Arrangement one

The following is a quantum chemistry calculation of a single C5H6N2 molecule, from the OMol25 dataset.

```
! RIJCOSX wB97M-V def2-TZVPD def2/J DEFGRID3
* xyz 0 1
C -2.488 0.082 -0.138
C -0.919 0.048 0.051
C -0.002 1.213 0.306
C 1.350 1.035 -0.161
C 1.036 -1.221 0.054
H -2.810 0.145 1.019
H -2.489 -1.115 -0.367
H -2.988 0.924 -0.783
H -0.299 2.350 0.308
H 2.014 1.937 -0.466
H 1.297 -2.211 0.414
N 1.908 -0.111 -0.060
N -0.277 -1.171 -0.054
*
```

- HOMO energy: -9.42 eV
- SMILES: Cc1ccncn1

=====

Arrangement two

The following is a quantum chemistry calculation of 2 unconnected molecules or ions with the total composition C5H6N2, from the OMol25 dataset.

```
! RIJCOSX wB97M-V def2-TZVPD def2/J DEFGRID3
* xyz 0 1
C -0.858 -2.072 0.521
C -1.819 -1.023 0.063
C 4.865 2.560 -0.957
N 5.479 2.990 -1.813
N -2.861 -1.356 -0.569
C -1.470 0.326 0.391
C -1.260 1.485 0.623
H -3.466 -0.586 -0.848
H 4.294 2.160 -0.161
H -0.746 -2.026 1.604
H -1.227 -3.051 0.231
H 0.120 -1.900 0.073
H -1.051 2.492 0.841
*
```

- HOMO energy: -10.31 eV
- SMILES: [H]/N=C(/C)C#C.C#N

=====

Arrangement three

The following is a quantum chemistry calculation of a single C5H6N2 molecule, from the OMol25 dataset.

```
! RIJCOSX wB97M-V def2-TZVPD def2/J DEFGRID3
* xyz 0 1
N 2.172 0.386 1.849
C 1.688 0.333 0.798
C 1.119 0.327 -0.539
C -0.021 -0.535 -0.963
C -0.858 -0.967 0.201
C -0.921 0.705 0.473
N -0.195 0.920 -0.791
H 1.839 0.572 -1.311
H 0.064 -1.017 -1.932
H -1.916 -1.133 0.018
H -0.506 -1.946 0.602
H -1.967 0.993 0.341
H -0.496 1.363 1.254
*
```

- HOMO energy: -9.94 eV
- SMILES: N#C[C@H]1[C@H]2CCN21

=====

If we sort the structures by their calculated energies, the order from most to least stable is arrangement one, arrangement two, arrangement three.

=====

Arrangement one

The following is a quantum chemistry calculation of a single C5H6N2 molecule, from the OMol25 dataset.

```
! RIJCOSX wB97M-V def2-TZVPD def2/J DEFGRID3
* xyz 0 1
C -0.554 1.395 0.053
C 0.529 1.170 -0.641
C -1.610 0.758 0.532
C 1.314 0.016 -0.109
C 0.267 -1.095 0.149
N -1.997 -0.421 -0.190
N -1.132 -1.255 -0.419
H -2.394 0.889 1.254
H 0.781 1.741 -1.491
H 2.031 0.048 0.703
H 1.903 -0.126 -0.934
H 0.787 -1.985 -0.145
H 0.076 -1.136 1.239
*
```

- HOMO energy: -8.55 eV
- SMILES: C1=CCCN=NC=1

=====

Arrangement two

The following is a quantum chemistry calculation of a molecular structure, C5H6N2, from the OMol25 dataset.

```
! RIJCOSX wB97M-V def2-TZVPD def2/J DEFGRID3
* xyz 0 1
C -0.031 1.111 0.673
C 0.618 0.048 1.589
C 0.143 -0.814 0.450
N 0.723 -1.460 -0.512
C -0.016 -1.072 -1.634
C -0.964 -0.149 -1.323
N -0.894 0.036 0.057
H 0.667 1.416 -0.115
H -0.565 1.968 1.083
H 1.695 0.090 1.748
H 0.078 -0.088 2.529
H 0.247 -1.446 -2.615
H -1.700 0.360 -1.929
*
```

- HOMO energy: -8.92 eV

=====

Arrangement three

The following is a quantum chemistry calculation of a single C5H6N2 molecule, from the OMol25 dataset.

```
! RIJCOSX wB97M-V def2-TZVPD def2/J DEFGRID3
* xyz 0 1
C 1.789 0.614 0.853
C 1.077 -0.319 1.709
C 0.996 0.836 -0.232
C -2.207 -0.623 -1.052
C -1.061 0.023 -1.166
N -0.092 -0.707 1.489
N -0.236 0.421 -0.223
H 2.738 0.957 1.263
H 1.703 -0.619 2.575
H 1.374 1.341 -1.024
H -2.730 -1.053 -1.934
H -2.591 -0.891 -0.035
H -0.759 0.019 -2.224
*
```

- HOMO energy (spin up / spin down): -8.08 / -8.08 eV

=====

If we sort the structures by their calculated energies, the order from most to least stable is arrangement two, arrangement three, arrangement one.

=====

Arrangement one

The following is a quantum chemistry calculation of a molecular structure, C5H6N2, from the OMol25 dataset.

```
! RIJCOSX wB97M-V def2-TZVPD def2/J DEFGRID3
* xyz 0 1
N 2.275 0.070 1.562
C 1.409 0.460 0.894
C 1.054 0.455 -0.517
C 0.046 -0.506 -0.976
C -0.951 -0.912 0.104
C -1.041 0.604 0.367
N -0.343 0.928 -0.890
H 1.902 0.723 -1.143
H 0.171 -0.991 -1.938
H -1.802 -1.422 -0.361
H -0.600 -1.484 0.966
H -1.926 1.182 0.641
H -0.102 0.820 1.299
*
```

- HOMO energy: -9.90 eV

=====

Arrangement two

The following is a quantum chemistry calculation of a single C5H6N2 molecule, from the OMol25 dataset.

```
! RIJCOSX wB97M-V def2-TZVPD def2/J DEFGRID3
* xyz 0 1
C 1.379 1.002 0.198
C 0.325 -0.834 0.855
C -0.948 0.311 -0.336
C -0.020 -2.058 1.104
C 0.193 1.309 -0.675
N 1.491 -0.079 0.824
N -2.074 -0.036 -0.788
H 2.306 1.672 0.363
H 0.630 -2.785 1.609
H -1.136 -2.246 0.773
H -0.066 2.399 -0.652
H 0.334 0.915 -1.681
H -2.415 0.429 -1.594
*
```

- HOMO energy: -8.34 eV

=====

If we sort the structures by their calculated energies, the order from most to least stable is arrangement two, arrangement one.

=====

Arrangement one

The following is a quantum chemistry calculation of a gas-phase ion, C2H4O3P (charge -1), from the OMol25 dataset.

```
! RIJCOSX wB97M-V def2-TZVPD def2/J DEFGRID3
* xyz -1 1
C 0.805 0.330 -0.657
C 0.505 -0.723 0.370
O 0.516 0.001 -1.954
O 0.005 1.293 -0.071
O 1.234 -1.281 1.100
P -1.332 -0.129 0.616
H 1.741 0.778 -0.636
H -0.460 0.176 -1.904
H -1.605 -1.189 1.402
H -1.409 0.744 1.735
*
```

- HOMO energy: -3.50 eV
- SMILES: [O-]C1=[PH2]O[C@@H]1O

=====

Arrangement two

The following is a quantum chemistry calculation of 2 unconnected molecules or ions with the total composition C2H4O3P, from the OMol25 dataset.

```
! RIJCOSX wB97M-V def2-TZVPD def2/J DEFGRID3
* xyz -1 1
C 3.672 -0.069 -0.208
C -0.428 1.341 0.225
O 4.831 -0.036 0.049
O 2.685 0.610 0.289
O -0.506 0.412 -0.867
P 0.387 -0.287 0.302
H 0.117 2.197 -0.104
H -1.361 1.381 0.698
H -0.902 -0.757 0.858
H 3.274 -0.975 -0.982
*
```

- HOMO energy: -4.00 eV

=====

If we sort the structures by their calculated energies, the order from most to least stable is arrangement two, arrangement one.

=====

Arrangement one

The following is a quantum chemistry calculation of 11 unconnected molecules or ions with the total composition H22O11, from the OMol25 dataset.

```
! RIJCOSX wB97M-V def2-TZVPD def2/J DEFGRID3
* xyz 0 1
O 0.555 -0.087 0.320
H 0.077 -0.916 0.440
H 0.511 0.026 -0.650
H 0.092 0.633 0.827
O -1.326 -1.833 0.958
H -1.814 -1.292 1.483
O 0.162 1.553 -1.598
H -0.174 2.290 -1.204
H 0.873 2.043 -2.229
O -0.408 -3.816 -0.807
H -0.703 -3.126 -0.181
H 0.463 -3.941 -0.499
O 0.777 -3.305 2.292
H 0.976 -2.487 2.848
H 0.085 -2.831 1.887
O -0.410 1.457 2.147
H -0.003 1.467 2.871
H -1.247 1.933 2.406
O -2.145 -0.014 -0.874
H -3.027 0.316 -0.814
H -2.122 -0.676 -0.213
O 0.208 3.725 2.144
H -0.445 4.228 2.501
H -0.171 2.809 2.154
O 2.189 -2.059 -1.405
H 2.626 -2.915 -1.620
H 2.165 -1.655 -2.151
O -1.683 0.462 -3.605
H -1.339 0.620 -2.599
H -2.135 -0.302 -3.577
O 2.552 2.212 -0.226
H 2.576 3.159 0.194
H 2.266 2.324 -1.222
*
```

- HOMO energy: -9.22 eV

=====

Arrangement two

The following is a quantum chemistry calculation of 11 unconnected molecules or ions with the total composition H22O11, from the OMol25 dataset.

```
! RIJCOSX wB97M-V def2-TZVPD def2/J DEFGRID3
* xyz 0 1
O 1.098 -0.573 2.120
H 0.201 -0.765 2.563
H 1.494 0.119 2.653
O -3.019 0.176 0.125
H -2.119 0.403 0.280
H -3.029 -0.186 -0.724
O -2.503 -1.789 -1.849
H -1.832 -1.962 -2.463
H -3.318 -2.233 -2.052
O -2.336 2.386 -1.427
H -2.954 1.983 -0.836
H -1.546 2.746 -0.905
O 2.931 -0.087 -0.208
H 3.372 -0.728 0.299
H 2.770 -0.330 -1.113
O 0.599 -2.362 -1.072
H 0.764 -2.698 -1.965
H 1.492 -2.413 -0.744
O -0.355 0.127 -0.077
H 0.055 -0.483 -0.707
H 0.300 0.133 0.618
O 1.011 1.658 -1.792
H 0.559 1.150 -1.124
H 1.850 2.012 -1.535
O -1.495 -2.654 0.631
H -2.075 -2.339 -0.049
H -0.663 -2.365 0.341
O -0.305 2.220 2.265
H 0.373 1.602 2.505
H -0.110 2.599 1.343
O 2.710 1.847 1.633
H 3.310 1.646 2.396
H 2.782 1.163 0.886
*
```

- HOMO energy: -9.93 eV
- SMILES: O.O.O.O.O.O.O.O.O.O.O

=====

Arrangement three

The following is a quantum chemistry calculation of 11 unconnected molecules or ions with the total composition H22O11, from the OMol25 dataset.

```
! RIJCOSX wB97M-V def2-TZVPD def2/J DEFGRID3
* xyz 0 1
H 0.461 0.092 -0.394
H -0.918 -0.577 -0.260
H 4.399 -2.121 -1.380
H 3.154 -1.495 -1.841
H -3.102 1.804 -0.082
H -1.662 1.674 0.024
H 0.532 -1.534 1.252
H 0.720 -0.185 2.086
H -5.172 1.653 -0.397
H -4.490 0.612 -1.064
H -2.943 0.139 -1.074
H -2.472 -1.218 -0.615
H 1.160 4.530 -1.087
H 2.227 3.468 -0.966
H 0.138 -1.936 -1.306
H -1.031 -2.192 -2.466
H 0.926 -3.086 1.282
H 0.031 -3.945 1.993
H 2.449 0.426 -0.026
H 3.293 1.743 -0.460
H 2.373 1.704 2.578
H 0.913 1.665 3.346
O -0.020 -0.649 0.038
O 4.108 -1.505 -2.039
O -2.376 2.076 0.457
O 1.007 -1.072 1.988
O -5.289 0.764 -0.680
O -3.153 -0.551 -0.467
O 2.109 4.341 -0.820
O -0.633 -2.456 -1.565
O 0.006 -3.426 1.272
O 2.653 1.081 -0.778
O 1.465 1.244 2.701
*
```

- HOMO energy: -10.28 eV
- SMILES: O.O.O.O.O.O.O.O.O.O.O

=====

Arrangement four

The following is a quantum chemistry calculation of 11 unconnected molecules or ions with the total composition H22O11, from the OMol25 dataset.

```
! RIJCOSX wB97M-V def2-TZVPD def2/J DEFGRID3
* xyz 0 1
O 0.311 -0.423 -0.199
H 0.312 0.461 -0.566
H -0.070 -0.320 0.673
O 1.490 0.107 -3.149
H 1.813 -0.360 -3.919
H 2.128 -0.089 -2.464
O 0.311 1.964 -1.305
H -0.272 2.675 -1.570
H 0.561 1.540 -2.126
O -1.872 1.839 0.624
H -1.421 1.351 1.313
H -1.200 1.995 -0.040
O 2.911 -1.733 0.802
H 2.033 -1.425 0.578
H 2.799 -2.191 1.636
O -3.353 -0.369 -0.714
H -2.766 0.001 -0.054
H -2.959 -0.123 -1.551
O -1.166 -2.808 1.877
H -1.368 -3.421 1.170
H -1.560 -1.981 1.598
O 0.618 1.260 2.255
H 0.127 1.092 3.059
H 1.534 1.145 2.505
O 2.970 2.863 -0.152
H 2.934 3.732 0.246
H 2.058 2.651 -0.351
O 0.462 -2.461 -2.531
H 0.607 -1.549 -2.276
H 0.941 -2.971 -1.878
O -2.707 -0.639 1.945
H -3.646 -0.735 1.783
H -2.562 -1.078 2.782
*
```

- HOMO energy: -10.83 eV
- SMILES: O.O.O.O.O.O.O.O.O.O.O

=====

If we sort the structures by their calculated energies, the order from most to least stable is arrangement four, arrangement two, arrangement three, arrangement one.